(1)
The following is a quantum chemistry calculation of a molecular structure, C27H32N5O5S2V in a non-equilibrium geometry, from OMol25.

Geometry as XYZ:
```
72
Properties=species:S:1:pos:R:3:forces:R:3
V 0.395 -1.106 1.131 -0.161 -0.951 0.378
C -1.326 -0.883 4.242 -0.045 -0.054 -0.021
C -0.226 -1.513 3.427 -0.075 0.412 -0.138
C -0.427 -2.752 2.771 -0.145 0.114 -0.034
C 0.588 -3.373 2.060 0.356 -0.068 -0.137
C 0.424 -4.736 1.469 -0.058 0.013 0.034
C 1.811 -2.671 1.889 0.098 0.187 -0.006
C 2.081 -1.482 2.610 -0.132 -0.053 0.188
C 3.456 -0.882 2.605 0.016 0.031 -0.045
C 1.043 -0.923 3.375 0.264 -0.174 0.081
H -1.815 -0.071 3.703 -0.001 0.001 0.006
H -0.927 -0.473 5.169 -0.003 -0.006 0.006
H -2.088 -1.618 4.495 -0.001 0.001 0.007
H -1.382 -3.251 2.876 -0.038 0.060 -0.082
H 0.978 -4.834 0.539 0.003 -0.006 0.003
H -0.624 -4.968 1.288 0.000 -0.002 -0.005
H 0.814 -5.469 2.180 -0.005 -0.005 -0.001
H 2.607 -3.124 1.312 -0.050 -0.030 -0.037
H 3.937 -0.996 1.632 0.002 0.002 0.003
H 4.083 -1.394 3.336 -0.012 -0.010 0.004
H 3.434 0.173 2.876 0.000 0.001 -0.006
H 1.230 -0.015 3.938 -0.047 0.031 -0.038
N -5.204 1.032 -3.244 0.138 0.228 -0.322
C -4.167 1.761 -2.432 -0.194 -0.096 -0.191
C -3.049 0.806 -2.009 -0.371 0.112 0.299
N -2.180 1.382 -0.989 0.103 0.048 -0.182
H -5.978 1.647 -3.502 0.057 0.017 -0.042
H -5.604 0.272 -2.652 -0.034 -0.101 0.125
H -4.825 0.632 -4.104 0.010 0.047 0.016
H -4.722 2.106 -1.560 0.173 0.093 0.086
H -3.819 2.623 -2.998 0.005 -0.027 -0.030
H -2.471 0.430 -2.855 0.094 0.209 -0.021
H -3.538 -0.051 -1.555 0.049 -0.169 -0.123
H -2.750 1.738 -0.229 0.067 0.037 0.029
H -1.646 2.162 -1.354 -0.040 0.020 -0.021
O -7.020 -2.570 -0.964 0.059 0.164 0.027
C -6.017 -1.717 -0.966 0.164 -0.182 -0.110
O -6.165 -0.595 -1.423 -0.348 -0.208 0.311
C -4.656 -2.156 -0.538 -0.103 0.053 0.217
C -3.917 -1.355 0.334 0.001 -0.063 -0.115
C -2.539 -1.479 0.362 0.007 0.122 -0.131
C -1.891 -2.375 -0.500 -0.008 0.138 -0.053
S -0.164 -2.266 -0.781 0.199 0.039 0.157
C -2.653 -3.275 -1.242 -0.035 -0.019 0.013
C -4.034 -3.170 -1.257 0.029 0.034 -0.102
H -6.782 -3.401 -0.528 -0.040 -0.028 0.038
H -4.412 -0.571 0.893 -0.002 -0.016 0.033
H -1.972 -0.716 0.912 -0.143 -0.239 -0.010
H -2.160 -4.000 -1.876 0.015 -0.007 0.017
H -4.609 -3.806 -1.920 -0.002 -0.010 0.013
O 4.682 2.771 -3.010 0.057 -0.047 -0.019
S 5.221 3.664 -4.438 -0.049 0.042 0.025
O 4.223 4.627 -4.706 0.016 0.011 0.002
O 6.378 4.395 -3.445 0.007 -0.074 -0.037
C 6.085 4.333 -2.156 0.084 0.093 0.008
N 6.666 5.061 -1.250 -0.053 -0.054 -0.051
C 6.224 4.895 -0.010 -0.060 -0.024 0.110
C 5.184 4.020 0.326 0.082 0.005 -0.004
C 4.597 3.249 -0.653 0.046 -0.008 -0.141
N 5.116 3.432 -1.898 -0.110 0.065 0.079
C 3.511 2.270 -0.407 0.009 0.126 0.082
C 3.405 1.068 -1.092 0.024 -0.257 0.045
C 2.415 0.163 -0.723 0.152 0.423 -0.062
N 1.543 0.439 0.247 -0.196 -0.102 0.129
C 1.609 1.619 0.882 0.223 0.153 -0.149
C 2.584 2.552 0.601 -0.095 -0.051 -0.126
H 6.711 5.483 0.760 0.016 0.019 -0.027
H 4.870 3.926 1.355 -0.013 -0.025 -0.003
H 4.086 0.788 -1.881 0.035 0.025 0.014
H 2.320 -0.790 -1.226 -0.059 -0.001 0.016
H 0.857 1.819 1.635 0.035 -0.030 0.036
H 2.589 3.487 1.143 0.030 0.020 -0.019
```
Forces are in eV/Å.

Computed properties:
Expectation value of S²: 0.769
2S+1: 2
F_max: 1.04 eV/A
Relative energy (zero: lowest compared OMol25 entry of this formula, charge and spin): 8.93 kcal/mol
Net charge: +3
Kohn-Sham gap (spin up / spin down): 5.775 / 5.676 eV
Total energy: -93538.7533 eV
HOMO energy (spin up / spin down): -14.9 / -14.9 eV

Formally, the Mulliken partial charges of the atoms, in units of the elementary charge, are as follows: V 0.639; C -1.696; C 0.981; C -0.337; C 0.752; C -1.695; C -0.656; C 0.517; C -1.602; C -0.643; H 0.257; H 0.459; H 0.415; H 0.415; H 0.416; H 0.372; H 0.404; H 0.635; H 0.379; H 0.353; H 0.354; H 0.569; N -0.115; C -0.633; C 0.292; N -0.450; H 0.421; H 0.152; H 0.375; H 0.362; H 0.423; H 0.343; H -0.526; H 0.246; H 0.263; O -0.444; C 0.530; O -0.680; C 0.368; C -1.613; C -0.079; C 1.267; S -0.501; C -0.978; C -0.449; H 0.403; H 0.476; H 0.174; H 0.539; H 0.469; O -0.365; S 0.647; O -0.314; O -0.326; C 0.546; N -0.417; C -0.287; C -0.805; C 0.524; N 0.407; C 0.970; C -0.784; C -0.453; N 0.319; C -0.831; C -0.986; H 0.457; H 0.548; H 0.604; H 0.409; H 0.612; H 0.603

=====

(2)
The following is a quantum chemistry calculation of a single C27H32N6O3 molecule in a non-equilibrium geometry, from OMol25.

Geometry as XYZ:
```
68
Properties=species:S:1:pos:R:3:forces:R:3
C 3.437 -1.493 -1.526 0.111 -0.119 0.220
C 3.914 -2.079 -0.202 -0.183 0.004 -0.121
C 3.044 -3.233 0.331 0.473 -0.021 0.270
C 2.945 -4.381 -0.672 -0.049 0.216 0.162
C 3.641 -3.745 1.648 -0.084 0.111 -0.156
N 1.678 -2.771 0.576 0.112 -0.394 -0.315
C 1.340 -1.761 1.379 -0.667 0.023 0.010
O 2.082 -1.146 2.122 0.303 0.292 0.219
C -0.178 -1.419 1.355 0.206 -0.288 0.248
C -1.063 -2.615 1.523 -0.252 0.263 -0.200
C -2.157 -3.034 0.805 0.142 0.185 0.047
C -2.660 -4.184 1.438 -0.077 -0.100 0.088
C -1.866 -4.420 2.525 -0.280 -0.343 0.043
N -0.902 -3.464 2.581 -0.115 0.045 -0.134
C 0.105 -3.377 3.601 0.422 0.023 0.298
N -0.521 -0.634 0.166 -0.016 0.056 0.503
C -0.478 -1.152 -1.073 -0.026 0.133 -0.533
O -0.218 -2.317 -1.321 -0.107 -0.018 -0.280
C -0.801 -0.203 -2.240 0.127 -0.610 -0.204
N -0.105 1.046 -2.175 -0.206 0.935 -0.277
N 1.208 1.105 -1.913 0.190 -1.161 0.033
N 1.602 2.306 -1.853 0.715 0.530 0.132
C 0.541 3.131 -2.078 -1.200 -0.472 -0.308
C 0.428 4.520 -2.106 0.034 -0.089 0.008
C -0.815 5.042 -2.369 0.131 0.199 0.040
C -1.928 4.222 -2.609 -0.140 -0.165 -0.063
C -1.843 2.849 -2.579 -0.139 -0.010 -0.143
C -0.593 2.311 -2.301 0.738 0.517 0.066
C -0.837 0.730 0.429 -0.355 0.437 0.108
C -2.133 1.194 0.273 0.298 -0.170 0.144
C -2.436 2.524 0.514 -0.078 0.346 0.168
C -1.437 3.401 0.923 0.026 -0.222 -0.005
O -1.612 4.726 1.155 0.266 -0.101 0.070
C -2.882 5.289 0.930 -0.183 0.071 -0.022
C -0.143 2.913 1.128 -0.192 0.091 0.036
C 0.155 1.591 0.892 -0.157 -0.010 -0.030
H 4.026 -0.613 -1.771 0.011 0.103 -0.091
H 3.542 -2.209 -2.337 -0.020 -0.046 -0.150
H 2.398 -1.181 -1.464 -0.057 0.033 -0.055
H 4.937 -2.443 -0.312 0.057 -0.048 0.076
H 3.918 -1.293 0.554 0.095 -0.053 0.044
H 3.938 -4.719 -0.955 0.106 -0.027 -0.035
H 2.405 -5.217 -0.233 -0.060 -0.102 0.038
H 2.413 -4.063 -1.565 -0.044 0.000 -0.171
H 3.047 -4.569 2.038 -0.057 -0.107 0.034
H 3.661 -2.943 2.381 0.038 0.030 0.077
H 4.656 -4.097 1.486 0.140 -0.067 -0.030
H 0.970 -3.084 -0.082 -0.019 0.137 0.194
H -0.330 -0.741 2.206 0.172 -0.166 -0.238
H -2.554 -2.580 -0.081 0.008 0.105 -0.176
H -3.507 -4.763 1.127 -0.145 -0.152 -0.008
H -1.917 -5.196 3.264 0.042 -0.113 0.161
H 1.078 -3.703 3.227 -0.027 0.016 0.034
H -0.181 -4.015 4.437 -0.007 0.057 -0.046
H 0.207 -2.351 3.958 -0.006 -0.044 0.025
H -1.875 -0.005 -2.269 0.125 0.042 -0.005
H -0.518 -0.745 -3.150 -0.117 0.061 0.222
H 1.288 5.144 -1.926 0.106 0.112 0.025
H -0.949 6.113 -2.397 0.013 0.093 -0.003
H -2.879 4.687 -2.827 -0.077 0.020 -0.017
H -2.704 2.225 -2.764 -0.108 -0.026 -0.007
H -2.913 0.514 -0.037 -0.082 -0.104 -0.022
H -3.451 2.860 0.377 -0.084 0.081 -0.022
H -3.198 5.156 -0.109 -0.002 -0.013 0.033
H -3.636 4.864 1.600 0.022 0.001 -0.035
H -2.774 6.352 1.141 -0.061 -0.059 -0.024
H 0.617 3.600 1.463 0.121 0.100 0.041
H 1.156 1.218 1.046 0.126 -0.047 0.012
```
Forces are in eV/Å.

Computed properties:
F_max: 1.33 eV/A
Structure (SMILES): CCC(C)(C)NC(=O)[C@H](c1cccn1C)N(C(=O)Cn1nnc2ccccc21)c1ccc(OC)cc1
Relative energy (zero: lowest compared OMol25 entry of this formula, charge and spin): 36.81 kcal/mol
Net charge: 0
Kohn-Sham gap: 8.422 eV
Total energy: -43601.7160 eV
HOMO energy: -8.0 eV

Formally, the natural (NBO) partial charges of the atoms, in units of the elementary charge, are as follows: C -0.615; C -0.414; C 0.130; C -0.619; C -0.618; N -0.650; C 0.693; O -0.650; C -0.172; C 0.174; C -0.299; C -0.302; C -0.065; N -0.340; C -0.405; N -0.465; C 0.710; O -0.630; C -0.307; N -0.211; N -0.017; N -0.212; C 0.029; C -0.171; C -0.233; C -0.207; C -0.247; C 0.170; C 0.184; C -0.241; C -0.317; C 0.386; O -0.508; C -0.253; C -0.255; C -0.228; H 0.218; H 0.195; H 0.218; H 0.199; H 0.228; H 0.217; H 0.212; H 0.219; H 0.200; H 0.237; H 0.209; H 0.447; H 0.246; H 0.215; H 0.221; H 0.207; H 0.212; H 0.215; H 0.215; H 0.234; H 0.245; H 0.230; H 0.218; H 0.216; H 0.218; H 0.220; H 0.223; H 0.177; H 0.176; H 0.202; H 0.232; H 0.252